[1]
Molecular formula: C6H12N2O
Method: DFT, ωB97M-V/def2-TZVPD

```
! RIJCOSX wB97M-V def2-TZVPD def2/J DEFGRID3
* xyz 0 1
C -0.34119 1.70614 0.05467
C -0.38113 0.31084 -0.21589
N -0.99487 -0.26177 0.80320
C -1.25921 0.89129 1.80197
N -0.25004 0.87637 2.79288
O -2.41260 1.17904 2.06729
C 0.29220 -0.45838 -1.31770
C 1.81709 -0.38660 -1.11269
C -0.18215 -1.90872 -1.42185
H -1.25696 2.26248 -0.10522
H 0.52903 2.27239 -0.26578
H -1.53161 -1.12321 0.75385
H -0.47762 1.53431 3.52569
H 0.68568 1.01091 2.43997
H 0.05642 0.06508 -2.25002
H 2.16782 0.64436 -1.08568
H 2.10000 -0.87101 -0.17689
H 2.32546 -0.90276 -1.92686
H 0.30358 -2.40138 -2.26488
H -1.26068 -1.96819 -1.57531
H 0.07078 -2.47117 -0.52075
*
```

Summary:
max |F| = 2.1 eV Å⁻¹
calculated total energy = -11442.5240 eV
E_LUMO = 0.0296 Ha
energy relative to the best compared isomer or geometry (same formula, charge and spin) = 49.51 kcal/mol
structure (SMILES) = C=C(NC(N)=O)C(C)C

=====

[2]
Molecular formula: C15H16
Method: DFT, ωB97M-V/def2-TZVPD

```
! RIJCOSX wB97M-V def2-TZVPD def2/J DEFGRID3
* xyz 0 1
C 1.55276 2.91042 1.28436
C 1.01400 2.36867 0.15307
C 1.17340 0.97456 -0.07696
C 1.00034 0.00078 -1.31448
C 2.18624 -0.97695 -1.56570
C 2.47927 -1.85804 -0.34608
C 2.34940 -1.14850 0.98487
C 1.08778 -0.21741 0.94305
C 0.07659 -0.26752 -0.10719
C -1.39474 -0.33397 -0.03186
C -2.16936 0.00081 1.10315
C -3.55641 0.13889 1.05483
C -4.31287 -0.03247 -0.08192
C -3.57410 -0.37666 -1.18860
C -2.20307 -0.47153 -1.17750
H 1.43239 3.90683 1.72252
H 1.77108 2.31971 2.16906
H 0.78130 2.92664 -0.77300
H 0.53765 0.36723 -2.25310
H 3.06836 -0.42981 -1.77574
H 1.86764 -1.52256 -2.36116
H 3.40273 -2.37839 -0.59866
H 1.71754 -2.58863 -0.52509
H 2.36644 -1.85615 1.79080
H 3.29677 -0.65248 1.13624
H 0.92693 0.06557 1.94327
H -1.78011 0.03203 2.10025
H -4.09267 0.42352 1.98035
H -5.41571 0.09647 0.06028
H -3.87653 -0.63387 -2.18212
H -1.71302 -0.78719 -2.06696
*
```

Summary:
max |F| = 5.0 eV Å⁻¹
calculated total energy = -15810.5422 eV
E_LUMO = 0.0258 Ha
energy relative to the best compared isomer or geometry (same formula, charge and spin) = 30.92 kcal/mol
structure (SMILES) = C=C[C@]12[C@H]3CCC[C@@H]1[C@@]32c1ccccc1